# C5H34N3O10

11 unconnected molecules or ions with the total composition C5H34N3O10 at a distorted geometry (wB97M-V/def2-TZVPD, the OMol25 dataset).

```
52
C5H34N3O10 (wB97M-V/def2-TZVPD)
C 0.8339 2.1275 0.9800
C 0.8128 0.9592 -0.0030
C 0.1818 -0.3620 0.3349
C 0.6438 -1.4493 -0.6778
N -2.1435 -3.4039 0.0726
C -0.9332 -3.1566 -0.1930
N -0.3988 -2.3547 -1.2433
N 0.2182 1.4215 -1.3440
H 0.8700 1.6878 1.9783
H -0.0522 2.7409 0.8999
H 1.7771 2.6897 0.8956
H 1.8770 0.6449 -0.0726
H -0.9207 -0.4410 0.2347
H 0.3708 -0.5309 1.3929
H 1.4415 -2.0738 -0.2473
H 1.2614 -1.0705 -1.4902
H -2.8037 -3.0559 -0.6639
H -0.0198 -3.4742 0.3843
H -1.0538 -1.9663 -1.8912
H -0.5800 0.8271 -1.6548
H 0.8087 1.3439 -2.1686
H 0.0311 2.3935 -1.0928
H -3.3840 -2.5373 -2.9059
H -4.2010 -1.4769 -1.9981
O -3.3401 -1.8000 -2.2905
H -2.7026 -0.1536 -2.1744
H -2.0227 0.4789 -3.3740
O -2.0579 0.5548 -2.4020
H -1.5482 -2.6768 3.8793
H -1.4928 -2.0521 2.4800
O -1.1278 -1.9707 3.3697
H 3.3787 -1.0989 -2.9538
H 4.1544 0.1928 -2.3342
O 3.3703 -0.1598 -2.7602
H -0.2684 4.3275 -2.8115
H -0.9350 5.0293 -1.5105
O -0.1909 4.5545 -1.8846
H -3.7915 -2.2314 0.6235
H -5.0285 -1.7336 0.9893
O -4.4033 -1.5565 0.2657
H 1.1202 -1.2351 3.8720
H 2.5832 -1.6208 4.3284
O 2.0342 -0.9304 3.9447
H -0.7895 1.7943 4.9290
H 0.6349 2.0996 4.6672
O -0.2205 2.1333 4.2235
H 2.9447 -0.1319 2.0516
H 3.8267 1.0860 2.0523
O 3.4311 0.4538 1.4425
H 2.5653 3.2136 -2.8035
H 2.7453 1.6020 -2.9536
O 2.4933 2.3485 -2.3927
```

Properties
Maximum force: 2.065 eV/A
Net charge: +1
Energy: -30676.160 eV